Record 1
The following is a quantum chemistry calculation of C30H20BrCdN4O4 as an isolated structure at a distorted geometry, from the OMol25 dataset.

## Properties
multiplicity: 1
HOMO energy: -0.144 hartree
net charge: -1
energy: -4417.0401 Ha
HOMO-LUMO gap: 5.31 eV
max |F|: 4.64 eV/Å

Cartesian coordinates (Å):
Cd1 -14.8497 -4.3685 7.7067
Br1 -18.0493 -6.8397 14.1548
C1 -17.5106 -5.9062 12.6205
C2 -18.2607 -4.9015 12.0365
C3 -17.6559 -4.0123 11.1796
C4 -16.3580 -4.2489 10.6495
O1 -15.8715 -3.5616 9.6813
C5 -15.6486 -5.3824 11.1993
C6 -14.2770 -5.5635 10.9246
N1 -13.7687 -5.3644 9.7553
C7 -12.4159 -5.4832 9.6141
C8 -11.6325 -6.2558 10.5122
C9 -10.2559 -6.1151 10.5754
C10 -9.6468 -5.1867 9.7307
C11 -10.3985 -4.4862 8.7197
C12 -9.7733 -3.5418 7.8618
C13 -10.5159 -2.9141 6.8886
C14 -11.8635 -3.2630 6.6920
N2 -12.5209 -4.0294 7.5974
C15 -11.8080 -4.6465 8.6037
C16 -16.2544 -6.2418 12.1260
H1 -19.2873 -4.6954 12.3958
H2 -18.1814 -3.1379 10.7871
H3 -13.6259 -5.7932 11.7824
H4 -12.1221 -6.9737 11.1972
H5 -9.6736 -6.6706 11.3148
H6 -8.5567 -5.0784 9.6890
H7 -8.7125 -3.4509 7.8937
H8 -10.0931 -2.1817 6.2082
H9 -12.4331 -2.8467 5.8567
H10 -15.7902 -7.1846 12.4887
O2 -15.3772 -8.2270 9.6803
C17 -16.6469 -8.5660 9.5947
C18 -17.2707 -9.4937 10.4490
C19 -18.6506 -9.7002 10.3811
C20 -19.4252 -9.0463 9.3924
C21 -18.8015 -8.1356 8.5364
C22 -17.4457 -7.8831 8.6245
C23 -16.7675 -6.7670 7.8833
O3 -15.4944 -6.6375 7.8773
N3 -17.6138 -5.8969 7.3474
N4 -17.0364 -4.7891 6.9129
C24 -17.7436 -3.9588 6.1667
C25 -17.2541 -2.8996 5.4448
C26 -18.2513 -2.1642 4.7490
C27 -17.8982 -1.1232 3.8962
C28 -16.5529 -0.8557 3.6719
C29 -15.5494 -1.5474 4.2887
C30 -15.8411 -2.5855 5.2283
O4 -14.8567 -3.1081 5.8969
H11 -15.2072 -7.5436 8.8962
H12 -16.6707 -10.0080 11.1768
H13 -19.1233 -10.3899 11.0487
H14 -20.5210 -9.1011 9.3262
H15 -19.3926 -7.5104 7.8573
H16 -18.8070 -4.1534 6.0386
H17 -19.2844 -2.4998 4.7954
H18 -18.7206 -0.6251 3.3934
H19 -16.3384 -0.0721 2.9760
H20 -14.4982 -1.4134 4.1069

Forces on the atoms, in the same order (eV/Å):
-0.9735 -0.2025 0.5611
-0.6858 -0.4142 0.3752
1.0362 -1.1303 -0.8050
-0.5880 1.3652 0.9903
-0.2693 0.1504 -0.5810
0.5001 -0.6211 -1.0080
-0.2057 0.3031 0.2521
-1.1739 -0.1628 0.5008
0.6656 -0.0173 -0.9344
-0.5383 -0.0069 0.2217
1.0912 -0.0967 0.8177
-1.2053 0.1103 -0.6359
1.0473 1.1088 -0.8061
-0.1240 -0.5764 -0.4990
0.3598 -0.0010 0.5366
-1.0956 -0.5965 -0.5385
0.2808 -0.2536 -0.1817
-0.9454 -0.5752 2.0043
1.0058 0.1228 -0.6701
0.8610 -0.0386 0.2011
-0.4459 0.4238 0.7930
0.7019 -0.2046 -0.2386
0.0180 -0.4143 0.0439
-0.1864 -0.1568 -0.2921
0.2136 0.6121 -0.6299
-0.1481 0.1337 -0.3521
-0.4266 0.0769 0.2686
0.6404 0.4168 0.2360
0.1727 -0.2024 0.0812
-0.1356 -0.2921 0.4650
-0.0033 1.0187 -0.2498
1.0653 -0.4738 0.3242
-1.5299 0.3526 -0.7507
-0.2793 0.3822 -0.3341
0.0493 0.6172 -1.3807
0.2586 0.3278 0.3305
-0.5031 0.1691 0.1643
1.2187 -0.1910 0.4639
-2.2825 0.9834 -0.5644
0.5886 -0.1268 -0.1080
-0.7327 -1.4784 1.0029
0.5231 2.3852 -2.0059
0.2237 -3.7581 2.7195
1.1958 2.5580 -1.9205
1.3675 0.1700 -0.4715
-1.0024 -0.8915 0.5503
-0.3223 0.4000 -0.2747
-0.3432 -1.1824 0.6587
-0.6588 0.5680 0.7104
-0.2064 -0.0029 -0.4411
0.0815 -0.3891 0.6218
0.1638 -0.1184 0.2729
-0.1525 -0.2703 0.3742
0.5788 -0.3721 0.2438
0.2818 -0.4069 0.1694
-0.0879 -0.3755 0.1546
0.0897 0.1780 0.2702
0.3768 0.2705 -0.1807
0.3827 0.3897 -0.3578
0.2117 0.4062 -0.1677

These are the Löwdin partial charges, in e, on atoms 1 to 2:
1 Cd 1.433
2 Br 0.688


Record 2
The following is a quantum chemistry calculation of C51H62N5O2PPbS2 as an isolated structure, from the OMol25 dataset.

## Properties
multiplicity: 1
HOMO energy: -0.459 hartree
net charge: +2
energy relative to the best compared isomer or geometry (same formula, charge and spin): 63.68 kJ/mol
energy: -3735.0793 Ha
HOMO-LUMO gap: 7.53 eV
max |F|: 0.37 eV/Å

Cartesian coordinates (Å):
Pb1 0.1931 -0.3849 -0.0811
C1 -2.8007 -0.6778 2.4875
C2 -2.6281 0.6521 1.7619
C3 -3.9090 1.4773 1.7627
C4 -1.4810 1.4956 2.3161
C5 -1.6550 1.9245 3.7753
O1 -0.4372 1.4951 4.4142
C6 0.2796 0.8159 3.5085
N1 -0.1947 0.7517 2.3209
C7 1.5342 0.2527 4.0872
C8 1.9098 0.7725 5.3291
C9 3.0196 0.2977 6.0072
C10 3.7690 -0.7264 5.4568
C11 3.4117 -1.2445 4.2229
C12 2.3088 -0.7711 3.5167
P1 1.9816 -1.5725 1.9037
C13 3.6166 -2.1799 1.3980
C14 3.9844 -3.5149 1.5439
C15 5.2306 -3.9456 1.1085
C16 6.1174 -3.0458 0.5336
C17 5.7602 -1.7098 0.3982
C18 4.5138 -1.2813 0.8249
C19 1.0144 -3.0485 2.3180
C20 0.6451 -3.3632 3.6235
C21 -0.1281 -4.4892 3.8753
C22 -0.5364 -5.3033 2.8300
C23 -0.1836 -4.9871 1.5240
C24 0.5777 -3.8587 1.2661
H1 -3.5540 -1.2889 1.9900
H2 -3.1346 -0.5368 3.5173
H3 -1.8714 -1.2519 2.5171
H4 -2.3885 0.4448 0.7100
H5 -4.2121 1.7434 2.7781
H6 -4.7298 0.9160 1.3207
H7 -3.7804 2.4006 1.1934
H8 -1.3576 2.3661 1.6677
H9 -2.4798 1.4306 4.2874
H10 -1.7428 3.0004 3.9071
H11 1.3200 1.5606 5.7685
H12 3.2869 0.7242 6.9639
H13 4.6285 -1.1248 5.9782
H14 4.0183 -2.0358 3.7988
H15 3.2949 -4.2254 1.9808
H16 5.5113 -4.9835 1.2287
H17 7.0911 -3.3818 0.2039
H18 6.4534 -1.0050 -0.0408
H19 4.2407 -0.2374 0.7032
H20 0.9630 -2.7417 4.4500
H21 -0.4051 -4.7311 4.8920
H22 -1.1338 -6.1820 3.0314
H23 -0.5040 -5.6170 0.7050
H24 0.8327 -3.6121 0.2418
C25 3.4979 2.7915 0.1105
C26 3.7972 3.1355 -1.1962
C27 3.1198 2.5164 -2.2330
C28 2.1585 1.5552 -1.9539
N2 1.9112 1.1967 -0.6829
C29 2.5451 1.8145 0.3176
C30 1.3299 0.9361 -3.0335
C31 1.5852 1.1520 -4.3812
C32 0.7272 0.6015 -5.3204
C33 -0.3522 -0.1532 -4.8936
C34 -0.5145 -0.3432 -3.5306
N3 0.3038 0.1888 -2.6328
H25 3.9812 3.2654 0.9520
H26 4.5389 3.8929 -1.4107
H27 3.3200 2.8117 -3.2508
H28 2.2693 1.5032 1.3190
H29 2.4358 1.7288 -4.7102
H30 0.9046 0.7629 -6.3752
H31 -1.0456 -0.5951 -5.5944
H32 -1.3196 -0.9589 -3.1451
C35 -3.5285 5.8524 1.8138
C36 -3.8845 7.0638 0.9583
C37 -3.0842 7.2124 -0.3345
C38 -3.2183 6.0567 -1.3194
N4 -2.3373 4.9524 -0.9147
C39 -2.1200 3.7358 -1.4215
S1 -0.7141 2.8891 -0.8991
N5 -2.9243 3.1536 -2.3191
C40 -4.2240 3.5678 -2.8588
C41 -5.3850 3.3057 -1.9066
C42 -5.6828 1.8236 -1.7182
C43 -6.8427 1.5845 -0.7607
H33 -4.0988 5.8601 2.7422
H34 -2.4678 5.8515 2.0789
H35 -3.7461 4.9138 1.3019
H36 -3.7388 7.9702 1.5483
H37 -4.9491 7.0328 0.7101
H38 -2.0237 7.3724 -0.1091
H39 -3.4179 8.1146 -0.8495
H40 -2.9443 6.3866 -2.3236
H41 -4.2550 5.7254 -1.3367
H42 -1.5920 5.2227 -0.2883
H43 -2.6061 2.2302 -2.5647
H44 -4.3604 2.9877 -3.7726
H45 -4.1757 4.6072 -3.1663
H46 -6.2737 3.8105 -2.2954
H47 -5.1661 3.7601 -0.9339
H48 -4.7851 1.3199 -1.3448
H49 -5.9107 1.3777 -2.6908
H50 -6.6315 2.0027 0.2249
H51 -7.0502 0.5220 -0.6365
H52 -7.7539 2.0570 -1.1283
C44 2.0867 -8.4017 -3.6087
C45 2.2622 -6.9851 -3.1413
C46 3.3615 -6.6107 -2.3776
C47 3.5258 -5.2977 -1.9562
C48 2.5805 -4.3535 -2.3222
C49 1.4645 -4.6998 -3.0762
C50 1.3135 -6.0133 -3.4751
S2 2.8371 -2.6889 -1.8064
C51 3.3763 -1.9767 -3.3524
O2 1.4420 -2.1098 -1.5902
H53 2.8226 -9.0646 -3.1591
H54 2.1981 -8.4609 -4.6922
H55 1.0929 -8.7755 -3.3634
H56 4.0919 -7.3576 -2.0943
H57 4.3732 -5.0141 -1.3437
H58 0.7180 -3.9543 -3.3182
H59 0.4438 -6.2991 -4.0535
H60 2.5454 -2.0235 -4.0570
H61 4.2253 -2.5540 -3.7144
H62 3.6765 -0.9470 -3.1656

Forces on the atoms, in the same order (eV/Å):
-0.0942 -0.2174 -0.2788
0.0024 -0.0178 -0.0044
-0.0492 -0.0391 -0.0589
-0.0351 0.0001 0.0227
0.0894 -0.0277 -0.0786
-0.0374 0.0563 0.0840
-0.0309 -0.0477 -0.0489
0.1778 -0.0927 0.1154
0.1585 0.0468 0.0505
-0.1662 0.0673 -0.0291
0.0486 -0.0006 -0.0250
-0.0094 -0.0185 -0.0321
-0.0261 0.0333 0.0252
0.1662 -0.0432 -0.0165
0.0609 0.0014 -0.1310
-0.0487 0.2464 -0.0399
-0.0401 -0.1550 0.0422
-0.0412 -0.0055 -0.1090
0.0300 0.0649 -0.0150
-0.0155 -0.0250 0.0342
-0.0330 -0.0033 0.0123
0.0218 0.1056 -0.0337
-0.1457 0.0631 0.0369
0.0151 -0.0500 0.0190
0.0159 0.0260 -0.0226
-0.0057 -0.0047 -0.0081
0.0036 0.0109 0.0169
-0.0534 -0.0037 -0.0088
-0.0211 0.0079 -0.0064
0.0058 0.0089 0.0179
0.0145 -0.0139 -0.0064
-0.0025 0.0359 0.0334
-0.0026 0.0095 0.0040
-0.0502 -0.0344 -0.0348
0.0025 0.0311 -0.0238
-0.0062 -0.0462 -0.0026
-0.0181 0.0109 -0.0267
-0.0018 -0.0045 0.0011
-0.0283 0.0135 0.0160
-0.0015 0.0030 0.0100
0.0126 0.0052 0.0076
-0.0590 0.0492 0.0396
-0.0036 -0.0055 0.0404
0.0079 -0.0207 0.0073
0.0177 -0.0040 -0.0149
0.0172 0.0161 -0.0011
-0.0025 -0.0472 0.0289
0.0165 0.0164 0.0080
-0.0084 -0.0044 0.0176
-0.0054 -0.0127 0.0016
-0.0096 -0.0094 -0.0091
0.0510 0.0086 -0.0352
-0.0336 -0.0199 0.0006
0.0244 0.0107 -0.0213
0.0075 0.0311 0.0036
-0.0188 -0.0168 -0.0329
-0.0565 0.0152 0.0339
0.0276 -0.0450 0.0207
0.0387 0.0718 0.1101
-0.0155 -0.0480 -0.0449
0.0292 0.0160 -0.0224
-0.0054 -0.0193 0.0314
0.0912 -0.0551 -0.0418
0.0331 0.1142 0.0651
0.0102 0.0054 0.0051
0.0008 0.0070 -0.0016
0.0041 0.0095 -0.0073
0.0071 0.0061 0.0036
-0.0048 0.0285 -0.0012
-0.0049 -0.0017 -0.0042
-0.0053 -0.0076 -0.0126
-0.0377 0.0146 0.0057
-0.0009 -0.0147 0.0073
-0.0159 -0.0067 -0.0024
0.0167 0.0388 -0.0109
0.0178 -0.0919 0.0101
0.1688 0.0054 0.0223
-0.0715 -0.0803 -0.0117
-0.0525 0.0197 0.0457
0.0241 -0.0222 -0.0072
0.0658 -0.0355 0.0266
0.0291 0.0170 0.0182
-0.0032 -0.0065 0.0446
-0.0003 -0.0018 -0.0011
-0.0029 0.0095 0.0134
0.0241 0.0013 -0.0015
-0.0082 -0.0203 -0.0124
-0.0170 0.0152 -0.0010
-0.0050 -0.0088 0.0012
0.0133 0.0010 -0.0138
0.0088 0.0140 0.0155
-0.0064 0.0006 -0.0079
-0.0451 -0.0292 -0.0132
-0.0792 -0.0142 0.0014
-0.0089 0.0517 -0.0081
-0.0141 0.0121 -0.0033
-0.0141 0.0491 0.0149
0.0072 0.0083 -0.0151
-0.0189 0.0080 0.0055
0.0257 -0.0314 0.0205
0.0038 -0.0024 -0.0133
0.0052 0.0188 0.0158
0.0126 -0.0107 -0.0046
-0.0165 0.0080 -0.0114
0.0102 0.0100 0.0081
-0.0275 -0.0298 -0.0252
0.0185 0.0159 0.0470
-0.0580 -0.0635 -0.0419
0.0193 -0.0870 -0.1071
0.0255 -0.0662 0.0539
-0.0175 0.0043 0.0062
-0.1372 0.0795 0.2350
-0.0638 -0.0360 -0.1216
0.1658 0.1148 0.2564
0.0093 -0.0029 0.0084
0.0001 -0.0007 -0.0139
-0.0159 0.0036 0.0052
0.0172 -0.0051 -0.0112
-0.0019 0.0053 -0.0205
0.0039 0.0306 -0.0177
-0.0043 -0.0099 -0.0210
0.0298 0.0110 -0.0381
0.0291 0.0079 -0.0174
-0.0193 0.0167 0.0104

These are the Löwdin partial charges, in e, on atoms 1 to 2:
1 Pb 1.306
2 C -0.047


Record 3
The following is a quantum chemistry calculation of C14H19BrOYb as an isolated structure at a distorted geometry, from the OMol25 dataset.

## Properties
multiplicity: 2
HOMO energy (spin up / spin down): -0.143 / -0.143 hartree
net charge: -1
energy relative to the best compared isomer or geometry (same formula, charge and spin): 0.00 kJ/mol
expectation value of S²: 0.751
energy: -4352.9107 Ha
HOMO-LUMO gap (spin up / spin down): 6.77 / 6.78 eV
max |F|: 6.39 eV/Å

Cartesian coordinates (Å):
C1 -2.2895 -0.7945 -1.9302
C2 -2.2199 -1.4065 -0.6434
C3 -2.2481 -0.3726 0.3326
H1 -2.2155 -2.4730 -0.4344
C4 -2.2901 0.8809 -0.3532
C5 -2.3176 0.6145 -1.7545
H2 -2.3282 1.3672 -2.5400
H3 -2.3534 -1.3189 -2.8774
H4 -2.2834 -0.5120 1.4115
H5 -2.3112 1.8632 0.1197
Yb1 0.3740 -0.0802 -1.1106
Br1 2.3141 -1.6001 -0.0058
C6 2.1972 0.5775 -2.5364
C7 1.0723 1.3818 -2.8920
C8 0.0990 0.5198 -3.4775
H6 0.9739 2.4718 -2.7873
C9 0.5711 -0.8164 -3.4004
C10 1.8832 -0.7820 -2.8502
H7 2.5170 -1.6574 -2.6996
H8 3.1201 0.9197 -2.0622
H9 -0.7949 0.8463 -4.0104
H10 0.0423 -1.7171 -3.7154
C11 2.0408 0.3746 2.7754
C12 0.5623 0.1564 2.4255
C13 0.0637 -1.1913 2.9294
C14 -0.2430 1.2222 3.1773
O1 0.3633 0.3574 1.0425
H11 2.1870 0.3379 3.8698
H12 2.3572 1.3641 2.4032
H13 2.6616 -0.4143 2.3160
H14 0.1686 -1.2296 4.0191
H15 -0.9946 -1.2995 2.6872
H16 0.6367 -2.0130 2.5020
H17 0.0887 2.2196 2.8687
H18 -1.3020 1.0952 2.9385
H19 -0.1026 1.1087 4.2625

Forces on the atoms, in the same order (eV/Å):
0.3320 0.2025 0.1522
0.0404 0.6541 0.1973
-0.3953 0.3457 -0.8031
0.0032 0.1975 -0.0833
-0.0495 -0.8052 0.0624
0.1326 -0.2161 0.5386
-0.1672 -0.2235 0.2428
0.0968 0.0669 0.1051
0.2210 0.1071 -0.4935
0.0748 -0.3245 -0.1601
-3.0268 -0.5699 5.5996
0.5239 -1.1434 0.0692
0.3436 -0.2979 -0.5752
0.1525 0.0718 -1.1454
0.4569 0.4275 -0.9293
0.1181 -0.6491 -0.0519
0.8578 0.3006 -1.0283
0.4341 0.3814 -1.2329
-0.3149 0.5844 0.0639
-0.4535 -0.1736 -0.1137
0.2118 -0.1991 0.6213
0.1746 0.4016 0.0850
0.3271 -0.3722 0.1695
0.1080 1.0745 -0.8524
0.1608 -0.2118 -0.0156
-0.0227 0.0708 0.1230
0.1362 0.1423 -0.3682
-0.0012 0.0730 -0.2458
-0.0717 -0.3790 0.1003
-0.2435 0.5087 0.1958
-0.0013 -0.0466 -0.0191
0.1240 -0.1576 0.0042
-0.0705 -0.0393 -0.1396
-0.1250 -0.0951 0.0408
-0.0001 0.1589 0.0293
-0.0870 0.1345 -0.1428

These are the Löwdin partial charges, in e, on atoms 1 to 2:
1 C -0.248
2 C -0.191


Record 4
The following is a quantum chemistry calculation of C4H4AuO5 as an isolated structure at a distorted geometry, from the OMol25 dataset.

## Properties
multiplicity: 4
HOMO energy (spin up / spin down): -0.273 / -0.382 hartree
energy relative to the best compared isomer or geometry (same formula, charge and spin): 0.00 kJ/mol
expectation value of S²: 3.765
energy: -666.3863 Ha
HOMO-LUMO gap (spin up / spin down): 7.44 / 7.45 eV
max |F|: 12.31 eV/Å

Cartesian coordinates (Å):
O1 1.2055 -0.4304 0.3242
H1 -2.2849 0.2051 -1.3871
O2 1.1336 1.8308 0.2377
O3 -0.3176 0.6415 -1.0360
C1 -1.4329 -0.1937 -0.8208
C2 -1.6522 -0.1379 0.7080
O4 -0.6193 0.7013 1.1697
C3 0.4157 0.7277 0.1864
H2 -1.2302 -1.2221 -1.1594
H3 -1.5780 -1.1385 1.1624
H4 -2.6205 0.3018 0.9822
Au1 2.6711 1.0832 0.5639
C4 2.9133 -0.6313 -0.4228
O5 3.3964 -1.7377 -0.5087

Forces on the atoms, in the same order (eV/Å):
-1.3945 -0.5850 0.8917
0.2977 -0.0736 0.1361
-7.5434 4.0751 -1.7173
0.9686 0.2881 0.2778
-0.4006 -0.3227 -0.0425
-0.4334 -0.4300 -0.1268
1.2961 0.2496 0.0660
-5.8448 -1.1142 -1.2644
-0.0203 0.3036 0.0695
0.0083 0.3035 -0.1047
0.3536 -0.0304 -0.0302
11.7231 -1.9756 3.1908
3.2202 -5.7354 -2.0863
-2.2308 5.0470 0.7402

These are the Löwdin partial charges, in e, on atoms 1 to 2:
1 O -0.107
2 H 0.128